Entry 1:
Entry from OMol25: C3H6FNO2 as an isolated structure at a distorted geometry (wB97M-V/def2-TZVPD).

The geometry in ORCA input format:
```
! wB97M-V def2-TZVPD RIJCOSX def2/J DEFGRID3
* xyz 0 1
F -0.64 2.15 -0.11
O -2.29 0.51 -0.06
O -1.58 -1.68 -0.21
N 0.61 -0.11 1.33
C -1.53 -0.48 -0.10
C 1.07 -0.42 -0.91
C 0.05 -0.10 0.14
H 0.36 0.43 2.13
H 1.71 0.50 -0.95
H 0.63 -0.65 -1.82
H -1.55 1.56 -0.08
H 1.54 -0.45 1.40
H 1.62 -1.26 -0.77
*
```

Energy relative to the best compared isomer or geometry (same formula, charge and spin) ... 33.21 kcal/mol
Frontier orbital gap ... 10.1 eV
HOMO ... -10.44 eV


Entry 2:
Entry from OMol25: a 2-piece molecular cluster, C3H6FNO2 overall at a distorted geometry (wB97M-V/def2-TZVPD).

The geometry in ORCA input format:
```
! wB97M-V def2-TZVPD RIJCOSX def2/J DEFGRID3
* xyz 0 1
F -2.11 1.65 0.61
O -2.15 -1.25 -1.25
O -2.62 -1.03 1.01
N -2.19 -0.49 -0.02
C 1.05 -0.04 0.42
C 1.15 1.27 0.36
C -1.84 0.74 -0.21
H 0.69 1.91 1.07
H -1.43 1.12 -1.13
H 0.51 -0.65 1.10
H -2.14 -2.22 -0.85
H 1.71 -0.78 -0.17
H 1.51 1.84 -0.47
*
```

Energy relative to the best compared isomer or geometry (same formula, charge and spin) ... 139.99 kcal/mol
Frontier orbital gap (alpha / beta) ... 9.7 / 9.7 eV
Structure (SMILES) ... [O-]/[N+](O)=C\F.C=C
HOMO (alpha / beta) ... -8.90 / -8.90 eV


Entry 3:
Entry from OMol25: one molecule with the formula C3H6FNO2 at a distorted geometry (wB97M-V/def2-TZVPD).

The geometry in ORCA input format:
```
! wB97M-V def2-TZVPD RIJCOSX def2/J DEFGRID3
* xyz 0 1
F -2.31 0.56 0.93
O 0.77 1.15 -1.12
O -1.12 -0.68 -0.57
N 0.13 -0.56 0.14
C -2.47 -0.52 0.13
C 2.25 0.15 0.46
C 1.01 0.22 -0.25
H 3.06 0.01 -0.26
H -0.08 1.04 -1.61
H -2.88 -1.44 0.67
H 2.52 1.00 1.11
H 2.18 -0.75 1.14
H -3.05 -0.17 -0.75
*
```

Energy relative to the best compared isomer or geometry (same formula, charge and spin) ... 77.02 kcal/mol
Frontier orbital gap ... 10.0 eV
Structure (SMILES) ... C/C(O)=N/OCF
HOMO ... -9.12 eV


Entry 4:
Entry from OMol25: one molecule with the formula C3H6FNOS at a distorted geometry (wB97M-V/def2-TZVPD).

The geometry in ORCA input format:
```
! wB97M-V def2-TZVPD RIJCOSX def2/J DEFGRID3
* xyz 0 1
S -1.26 -1.66 2.18
F 1.98 1.34 0.18
O -0.76 0.15 -1.82
N -0.72 -0.79 0.81
C 0.67 0.97 -0.03
C 0.09 0.14 1.09
C 0.56 0.29 -1.37
H 1.08 -0.68 -1.31
H -1.19 -0.46 -1.16
H -2.01 -2.55 1.50
H 0.05 1.87 -0.09
H 0.41 0.41 2.10
H 1.11 0.96 -2.09
*
```

Energy relative to the best compared isomer or geometry (same formula, charge and spin) ... 34.64 kcal/mol
Frontier orbital gap ... 10.1 eV
Structure (SMILES) ... OC[C@H](F)/C=N/S
HOMO ... -9.50 eV


Entry 5:
Entry from OMol25: one molecule with the formula C3H6FNS at a distorted geometry (wB97M-V/def2-TZVPD).

The geometry in ORCA input format:
```
! wB97M-V def2-TZVPD RIJCOSX def2/J DEFGRID3
* xyz 0 1
S 1.60 1.10 -2.21
F -1.98 -0.02 2.14
N 1.27 0.38 -0.69
C -1.12 0.28 1.09
C -0.28 -0.89 0.56
C 0.21 -0.35 -0.73
H -0.48 1.08 1.51
H -1.59 0.79 0.23
H 2.97 1.25 -1.97
H 0.54 -1.08 1.27
H -0.82 -1.82 0.42
H -0.32 -0.71 -1.62
*
```

Energy relative to the best compared isomer or geometry (same formula, charge and spin) ... 38.05 kcal/mol
Frontier orbital gap ... 9.9 eV
Structure (SMILES) ... FCC/C=N/S
HOMO ... -9.04 eV


Entry 6:
Entry from OMol25: C3H6FOP as an isolated structure at a distorted geometry (wB97M-V/def2-TZVPD).

The geometry in ORCA input format:
```
! wB97M-V def2-TZVPD RIJCOSX def2/J DEFGRID3
* xyz 0 1
P 0.84 1.20 0.68
F 2.81 1.85 0.84
O 1.31 -0.12 1.58
C -0.61 -0.78 -0.63
C -0.55 0.57 -0.20
C -1.53 -1.42 -1.37
H -1.39 -2.52 -1.65
H -2.45 -1.03 -1.86
H 0.26 -1.26 -0.28
H -1.22 1.37 -0.39
H 2.21 0.05 1.78
H 0.33 2.09 1.48
*
```

Energy relative to the best compared isomer or geometry (same formula, charge and spin) ... 43.18 kcal/mol
Frontier orbital gap (alpha / beta) ... 7.4 / 7.4 eV
HOMO (alpha / beta) ... -8.67 / -8.67 eV


Entry 7:
Entry from OMol25: a 2-piece molecular cluster, C3H6INO3 overall at a distorted geometry (wB97M-V/def2-TZVPD).

The geometry in ORCA input format:
```
! wB97M-V def2-TZVPD RIJCOSX def2/J DEFGRID3
* xyz 0 1
I -2.91 0.84 -0.45
O -0.02 1.84 0.41
O -1.92 -1.80 0.89
O -0.27 -2.39 -0.31
N -1.14 -1.59 0.00
C 1.65 0.21 0.00
C -1.16 -0.34 -0.65
C 0.34 0.53 0.65
H 1.48 -0.76 -0.58
H 2.14 0.99 -0.65
H -0.72 -0.33 -1.56
H -0.14 0.35 1.62
H 0.40 2.39 -0.26
H 2.26 0.06 0.90
*
```

Energy relative to the best compared isomer or geometry (same formula, charge and spin) ... 142.08 kcal/mol
Frontier orbital gap ... 9.0 eV
HOMO ... -8.96 eV


Entry 8:
Entry from OMol25: a 2-piece molecular cluster, C3H6IO3S overall at a distorted geometry (wB97M-V/def2-TZVPD).

The geometry in ORCA input format:
```
! wB97M-V def2-TZVPD RIJCOSX def2/J DEFGRID3
* xyz -1 1
I -1.07 1.17 3.05
S 0.29 -3.18 1.93
O 0.56 -2.26 3.04
O -1.17 -3.55 1.98
O 1.23 -4.26 1.56
C 0.58 -0.05 -0.75
C -0.44 0.07 0.38
C -0.03 0.83 1.32
H -1.32 -0.42 0.37
H 0.32 0.34 -1.73
H 0.43 -2.24 0.86
H 1.37 0.60 -0.40
H 0.91 -1.21 -0.63
H 0.81 1.49 1.24
*
```

Energy relative to the best compared isomer or geometry (same formula, charge and spin) ... 35.80 kcal/mol
Frontier orbital gap ... 7.7 eV
HOMO ... -4.96 eV